[1]
35
Properties=species:S:1:pos:R:3:nbo_charge:R:1 method="wB97M-V/def2-TZVPD" total_energy_ha=-1309.57172 lumo_energy_ha=0.0090 smiles="C=CCSc1nnc(-c2ccccc2NC(C)=O)c(=O)[nH]1" de_lowest_kj_mol=0.00 homo_lumo_gap_ev=8.599
C -4.9540 -1.6843 0.9178 -0.393
C -4.9436 -1.4288 -0.3749 -0.182
C -4.6052 -0.1254 -1.0190 -0.552
H -5.5046 0.3596 -1.4055 0.238
H -3.8938 -0.2765 -1.8311 0.264
S -3.8482 1.0969 0.0974 0.260
C -2.2216 0.4729 0.1562 0.268
N -1.9018 -0.5681 -0.5420 -0.348
N -0.6390 -0.9760 -0.5542 -0.187
C 0.2818 -0.3747 0.1322 0.122
C 1.6469 -0.8929 0.0306 -0.123
C 1.8073 -2.2780 -0.0370 -0.144
C 3.0581 -2.8578 -0.0445 -0.232
C 4.1847 -2.0519 0.0202 -0.187
C 4.0454 -0.6797 0.0455 -0.259
C 2.7864 -0.0793 0.0287 0.259
N 2.7576 1.3191 -0.0139 -0.618
C 1.8252 2.1410 -0.5634 0.703
O 0.8167 1.7565 -1.1189 -0.621
C 2.1737 3.6038 -0.4051 -0.713
H 3.1663 3.8109 -0.7989 0.223
H 1.4420 4.2068 -0.9349 0.241
H 2.1506 3.8595 0.6528 0.239
H 3.5876 1.7629 0.3538 0.399
H 4.9243 -0.0501 0.0702 0.205
H 5.1707 -2.4913 0.0389 0.215
H 3.1584 -3.9314 -0.0864 0.216
H 0.9158 -2.8846 -0.0659 0.232
C -0.0165 0.7288 1.0598 0.638
O 0.7317 1.2524 1.8575 -0.611
N -1.3445 1.1231 0.9653 -0.586
H -1.6400 1.9260 1.5101 0.426
H -5.2024 -2.1975 -1.0912 0.207
H -5.2158 -2.6555 1.2987 0.203
H -4.7002 -0.9365 1.6510 0.197

=====

[2]
51
Properties=species:S:1:pos:R:3:nbo_charge:R:1 method="wB97M-V/def2-TZVPD" total_energy_ha=-4988.73156 lumo_energy_ha=-0.4086 de_lowest_kj_mol=49.45 charge=+3 homo_lumo_gap_ev=6.689
Ta 0.5022 -0.5625 -0.4635 2.602
N 1.6173 -4.7687 0.0759 -0.689
C 1.5144 -3.7240 -1.0282 -0.584
C 1.9299 -4.3553 -2.3602 -0.666
P -0.2317 -3.0534 -1.0907 2.391
O -1.0533 -4.3035 -1.4421 -0.967
O -0.1965 -1.8274 -2.0011 -1.004
O -0.5026 -2.3626 0.2501 -1.064
P 2.5842 -2.2456 -0.6213 2.394
O 3.9856 -2.8665 -0.5128 -0.966
O 2.2204 -1.1826 -1.6399 -1.003
O 1.9970 -1.5901 0.6467 -1.058
H 1.0270 -5.5827 -0.1365 0.467
H 1.3365 -4.4061 0.9952 0.466
H 2.5802 -5.1196 0.1536 0.468
H 1.2778 -5.1911 -2.6184 0.263
H 2.9608 -4.7117 -2.3225 0.263
H 1.8609 -3.6163 -3.1594 0.287
H -1.9912 -4.2902 -1.7055 0.585
H 4.8085 -2.3472 -0.4477 0.587
O -0.1611 7.0501 -0.8229 -0.306
N -1.0320 6.2384 -1.0088 0.529
O -2.2162 6.4326 -1.1279 -0.313
C -0.5922 4.8172 -1.0986 0.035
C -1.5588 3.8493 -1.2844 -0.095
C -1.1220 2.5366 -1.3556 -0.053
C 0.2218 2.2310 -1.2940 0.391
O 0.5916 0.9682 -1.5050 -0.717
C 1.1487 3.2106 -1.0015 -0.035
C 0.7557 4.5338 -0.9337 -0.085
N 2.5166 2.7820 -0.6795 0.545
O 3.4221 3.5191 -0.9094 -0.215
O 2.6257 1.6639 -0.1477 -0.443
N -2.0457 1.4112 -1.4048 0.564
O -3.1592 1.5818 -1.7666 -0.171
O -1.6565 0.2662 -1.0027 -0.476
H -2.6047 4.1258 -1.3495 0.312
H 1.4591 5.3346 -0.7328 0.314
Se 1.3551 0.9958 2.4756 1.137
N 0.0208 0.2589 1.3901 -0.936
C -1.1414 0.2634 2.1160 0.286
C -2.3922 -0.2654 1.7641 -0.312
C -3.4264 -0.1358 2.6606 -0.040
C -3.2972 0.5032 3.9250 -0.195
C -2.1020 1.0058 4.3152 -0.122
C -0.9955 0.8799 3.4229 0.064
N 0.2158 1.2889 3.7326 -0.476
H -2.5584 -0.7592 0.8216 0.247
H -4.3928 -0.5431 2.3900 0.253
H -4.1620 0.5720 4.5703 0.268
H -1.9441 1.4901 5.2695 0.273

=====

[3]
35
Properties=species:S:1:pos:R:3:mulliken_spin:R:1 method="wB97M-V/def2-TZVPD" total_energy_ha=-1821.51410 lumo_energy_ha="-0.3556 / -0.3486" multiplicity=2 charge=+2 homo_lumo_gap_ev="6.408 / 6.602"
O -0.0030 2.2432 -5.2592 0.000
C -0.0178 2.1694 -4.1099 0.000
Ti 0.0761 -0.1176 0.0637 0.985
C -0.0245 0.4220 1.9992 0.020
O -0.2965 0.9194 3.0256 0.021
C -0.0634 -2.0276 0.1244 0.001
O -0.1733 -3.1973 0.1017 0.112
C 2.2071 0.2488 -0.3525 -0.012
O 3.3439 0.2046 -0.5142 0.014
C -2.1224 0.0260 -0.3627 -0.001
O -3.2515 -0.1564 -0.5019 0.021
H 0.0436 -0.2667 -1.5823 -0.051
C -0.3240 -3.3548 4.6435 0.001
N -0.4623 -1.9075 4.3720 -0.008
C -1.4371 -1.2967 5.3242 0.000
C 0.9080 -1.2425 4.4417 -0.008
C 1.7812 -1.6930 3.3084 -0.031
C 2.8980 -2.4133 3.8267 -0.006
C 3.7905 -3.0734 2.9819 0.004
C 3.5980 -2.9877 1.5889 0.003
C 2.5215 -2.2174 1.1041 0.014
C 1.6345 -1.5359 1.9206 -0.106
H 0.0650 -3.4778 5.6649 0.000
H 0.3677 -3.8035 3.9239 0.000
H -1.3135 -3.8149 4.5603 0.000
H -0.7972 -1.7587 3.4047 0.004
H -1.0428 -1.3770 6.3469 0.000
H -1.5820 -0.2437 5.0597 0.000
H -2.3872 -1.8405 5.2443 0.000
H 0.7581 -0.1714 4.5405 0.000
H 1.3080 -1.5885 5.4078 0.000
H 3.0125 -2.4844 4.9203 -0.001
H 4.6055 -3.6717 3.4187 0.000
H 4.2576 -3.5079 0.8823 -0.001
H 2.4194 -2.2102 0.0202 0.025